Record 1
The following is a DFT calculation (wB97M-V/def2-TZVPD) of the molecule C3H7N3O at a distorted geometry.

Calculated total energy in eV: -9738.5912
SMILES: [H]/N=C(/N)N(O)C=C
E_LUMO in hartree: 0.018
Relative energy (zero: lowest compared OMol25 entry of this formula, charge and spin) in kcal per mole: 102.4
Gap between HOMO and LUMO in eV: 9.1496

Geometry as XYZ:
```
14
Properties=species:S:1:pos:R:3:forces:R:3
H 0.23244 -2.06261 -0.95374 1.681 0.429 2.417
N 1.00072 -1.74024 -0.20583 -3.371 2.009 -3.320
C 0.89468 -0.40707 -0.16654 1.191 -2.283 -0.049
N 2.03795 0.23177 0.17805 1.333 -0.194 1.699
N -0.10296 0.54816 -0.46650 1.124 2.764 -0.288
O 0.25422 1.95625 0.10100 0.429 -0.781 -2.280
C -1.45119 0.40368 -0.23980 -3.355 -1.335 1.005
C -1.89179 -0.73824 0.35033 0.242 1.972 -0.442
H 1.77355 0.90436 0.90949 1.161 -0.082 -0.335
H 2.77364 -0.49206 0.39863 -1.218 1.341 -0.093
H 0.77137 2.48180 -0.62444 -1.357 -1.894 1.500
H -2.24155 1.19747 -0.53353 2.125 -1.113 0.155
H -1.10507 -1.37743 0.69874 -0.298 -0.739 0.234
H -2.94600 -0.90584 0.55415 0.312 -0.094 -0.204
```
Forces are in eV/Å.



Record 2
The following is a DFT calculation (wB97M-V/def2-TZVPD) of a cluster of 2 separate species, C28H43B2F4N4O8PS in total at a distorted geometry.

Calculated total energy in eV: -84422.4629
E_LUMO in hartree: -0.097
Gap between HOMO and LUMO in eV: 6.9231

Geometry as XYZ:
```
91
Properties=species:S:1:pos:R:3:forces:R:3
C 0.94617 3.47695 1.31980 -0.128 -0.506 -0.510
C 0.93768 2.71340 0.20477 0.284 0.785 0.672
C 1.50598 1.23702 0.15273 -2.007 1.322 1.619
C 2.50249 1.06686 1.33635 0.193 -0.404 1.104
O 3.56850 2.01481 1.39680 -0.537 0.432 0.186
C 4.07084 2.14931 2.69057 1.485 -0.782 1.593
C 5.00539 1.12217 3.12529 -0.446 1.158 0.737
C 5.59766 1.17286 4.42115 -0.814 0.817 -0.260
C 5.29180 2.25291 5.34323 -0.627 -0.579 -2.169
C 4.38875 3.26012 4.88114 0.103 -0.652 -0.485
C 3.76051 3.22645 3.57197 0.992 -1.061 0.375
C 0.29670 0.26194 0.43395 -0.511 -1.604 0.059
N -0.85422 1.01223 1.07543 0.104 -0.888 1.025
C -0.85617 0.75344 2.28431 1.623 0.912 -0.160
O -0.59096 0.63436 3.42128 -1.109 -0.041 -0.807
C -0.22146 -0.63464 -0.74481 0.370 0.100 -0.997
C -1.65321 -1.24423 -0.51459 1.119 -1.068 1.135
C -1.49152 -2.35425 0.64085 -0.734 0.509 -0.459
C -2.61191 -2.19372 1.72637 0.266 -0.488 0.961
C -2.11461 -2.45149 3.21192 -0.567 0.498 0.012
C -2.90840 -1.55361 4.22855 -0.712 -0.433 -0.174
C -4.46611 -1.76730 4.18240 -0.332 1.281 -0.009
C -5.12600 -0.40528 4.66271 0.549 -0.680 -0.057
C -0.05843 0.02188 -2.23039 0.225 -0.524 0.363
C 0.22397 -1.19991 -3.17909 -0.293 -0.556 0.486
C -0.22797 -1.13140 -4.65183 -1.335 -0.131 -1.223
C 0.22452 0.11506 -5.45081 1.582 -0.588 -0.455
O 1.40665 0.23545 -5.71186 -0.743 0.416 0.600
O -0.61401 1.08838 -5.93265 -0.125 -1.009 0.302
B -1.43390 0.83494 -2.47107 -0.711 0.431 0.736
O -1.62766 2.00813 -1.65828 0.914 -0.557 -1.109
N -2.55700 0.49428 -3.37692 -0.235 1.198 -0.008
C -2.91039 1.81128 -4.04822 -0.907 -0.490 0.473
C -3.80128 0.13026 -2.63827 0.334 -1.350 1.107
C 1.14913 1.02409 -2.36666 -1.923 -0.241 -1.762
N 2.14811 1.09231 -1.24463 0.575 1.295 0.039
N 2.78690 2.40552 -1.40198 1.910 -0.175 -0.992
C 3.56260 2.49504 -2.37551 -0.116 0.399 -1.587
S 4.32541 2.69050 -3.73737 -0.633 -0.174 1.882
P 3.37848 -0.18799 -1.33944 2.991 -5.578 0.954
O 2.98875 -1.43357 -0.63240 -0.921 1.476 -0.374
O 3.72935 -0.61554 -2.87560 -0.539 1.647 1.177
O 4.79621 0.27913 -0.66262 -1.753 1.019 -1.301
H 0.95684 3.03767 2.33602 0.766 0.461 -0.669
H 0.88885 4.58226 1.24054 -0.713 -0.948 0.065
H 0.45955 3.19322 -0.67275 1.044 -0.621 0.301
H 2.94032 0.04072 1.43100 -0.585 0.569 -0.472
H 1.88937 1.20254 2.26950 0.191 -0.214 -0.923
H 5.26676 0.29563 2.43046 -0.272 0.729 0.558
H 6.28712 0.34901 4.69539 -0.501 0.761 -0.057
H 5.75797 2.25085 6.34506 -0.460 0.227 -0.747
H 4.14039 4.10567 5.54920 0.161 -0.594 -0.492
H 3.07074 4.03172 3.26330 0.512 -0.585 0.210
H 0.63423 -0.45194 1.23311 0.123 0.398 -0.997
H 0.44754 -1.53622 -0.77354 -0.320 0.904 0.050
H -2.40142 -0.52031 -0.13278 0.518 -0.152 -0.741
H -1.97419 -1.80082 -1.42708 0.140 0.695 0.577
H -0.46690 -2.28650 1.08879 -0.859 -0.049 -0.191
H -1.57075 -3.34883 0.14675 0.196 0.620 0.415
H -3.09589 -1.18295 1.73424 0.489 -0.624 -0.360
H -3.42671 -2.94265 1.55447 0.592 0.787 -0.142
H -2.30964 -3.53250 3.41706 0.554 0.814 0.162
H -1.03400 -2.18920 3.34136 -0.723 -0.520 -0.267
H -2.57940 -1.70039 5.28795 -0.064 -0.028 -0.837
H -2.73919 -0.46634 4.01345 0.048 -0.955 0.005
H -4.81885 -2.62183 4.80370 0.398 0.543 -0.393
H -4.85494 -1.91676 3.14269 0.560 -0.140 0.778
H -6.23453 -0.47558 4.71141 0.747 0.160 0.059
H -4.82110 0.37710 3.92654 -0.420 -0.452 0.553
H -4.69386 -0.11154 5.65361 -0.558 -0.202 -0.706
H -0.26816 -2.09743 -2.72057 0.378 0.600 -0.689
H 1.31654 -1.44506 -3.16478 -0.857 0.271 0.058
H -1.33343 -1.24251 -4.79339 0.863 0.116 0.648
H 0.20220 -2.02047 -5.18121 -0.129 0.854 0.434
H -1.52840 0.76637 -6.01927 0.280 0.005 0.444
H -1.22207 2.78129 -2.08124 -0.348 -0.113 0.423
H -2.02056 2.45391 -4.22108 -0.725 -0.397 -0.174
H -3.46316 1.56337 -4.98764 0.660 0.358 0.465
H -3.66191 2.30960 -3.38011 0.862 0.166 -0.664
H -4.72589 0.29362 -3.23015 0.776 0.013 0.200
H -3.85698 0.67646 -1.65536 -0.255 -0.140 -0.932
H -3.75105 -0.95343 -2.36244 -0.195 0.839 -0.381
H 0.79023 2.07152 -2.51770 0.489 -0.779 0.575
H 1.64217 0.75955 -3.33995 0.211 0.301 1.126
H 3.55034 -1.57717 -2.95110 -0.147 0.431 0.083
H 5.25840 -0.54908 -0.42207 -0.359 0.265 -0.110
B -1.02089 -5.22281 -2.53004 -0.111 -0.606 -0.001
F -1.62612 -6.27568 -3.24741 0.177 0.456 0.229
F -0.36096 -5.73812 -1.38817 -0.196 0.366 -0.288
F -0.08356 -4.55657 -3.36264 -0.089 0.194 0.144
F -2.02235 -4.28755 -2.11966 0.294 0.084 -0.025
```
Forces are in eV/Å.



Record 3
The following is a DFT calculation (wB97M-V/def2-TZVPD) of a structure of composition C27H29BrFeN7O8P2S at a distorted geometry.

Net charge: -1
Calculated total energy in eV: -189129.3325
2S+1: 5
E_LUMO (alpha / beta) in hartree: 0.060 / 0.026
Relative energy (zero: lowest compared OMol25 entry of this formula, charge and spin) in kcal per mole: 85.0
Gap between HOMO and LUMO (alpha / beta) in eV: 4.8279 / 4.8863

Geometry as XYZ:
```
76
Properties=species:S:1:pos:R:3:forces:R:3
Fe 1.28853 -0.46336 -0.67831 0.665 0.329 -0.932
C -2.13752 4.80977 -2.86795 -0.081 -0.112 0.023
C -2.82989 3.46162 -2.67361 0.167 0.057 -0.009
N -2.21432 2.64581 -1.64311 -0.074 0.036 0.334
C -0.93611 2.13116 -1.79858 0.882 -0.456 -0.869
S -0.36441 1.80161 -3.37447 0.036 -0.034 0.268
N -0.29970 2.01757 -0.64916 -0.925 0.039 1.218
N 0.85712 1.36801 -0.38303 0.061 0.745 -0.611
C 1.72672 2.01077 0.40975 -0.235 0.146 -0.274
C 1.53274 3.45418 0.75496 0.048 -0.131 0.043
C 2.80907 1.24930 0.84785 -0.127 0.109 0.141
C 3.88375 1.69104 1.66581 0.098 -0.074 0.044
C 4.82694 0.80744 2.09573 -0.080 0.143 -0.015
C 4.72444 -0.56374 1.71601 -0.173 -0.099 -0.080
C 3.68724 -0.93566 0.90274 0.273 -0.351 0.287
N 2.76114 -0.07988 0.44050 0.553 0.139 0.353
H -2.62262 5.37445 -3.66616 -0.009 0.074 -0.001
H -1.09815 4.64119 -3.14573 0.027 0.003 -0.014
H -2.16537 5.39901 -1.94887 -0.026 0.050 0.008
H -2.78079 2.89837 -3.60414 -0.102 -0.002 0.017
H -3.87680 3.60754 -2.39435 -0.008 -0.055 -0.037
H -2.36774 2.96574 -0.69558 0.043 -0.002 -0.005
H 0.47443 3.68993 0.67585 0.016 0.032 0.017
H 2.07738 4.09114 0.05432 -0.026 0.035 -0.016
H 1.88184 3.66724 1.76526 0.045 0.021 0.005
H 3.93469 2.73508 1.94127 -0.006 0.011 0.007
H 5.63999 1.12972 2.73248 0.013 0.066 -0.031
H 5.43868 -1.29471 2.06293 -0.010 -0.061 -0.047
H 3.54615 -1.96596 0.60191 0.056 -0.002 -0.046
Br -5.82412 3.04693 4.96167 0.046 -0.149 -0.048
C -5.42107 1.33344 4.23585 -0.017 0.122 -0.003
C -5.60850 0.19907 5.01669 0.009 0.109 0.069
C -5.33315 -1.04252 4.48940 0.105 -0.132 -0.181
C -4.86869 -1.18013 3.16439 -0.427 0.890 -0.142
C -4.68390 -0.00491 2.39884 -0.003 -0.414 -0.056
C -4.95554 1.23656 2.93206 -0.026 0.127 0.139
N -4.64796 -2.43994 2.70244 0.771 -1.025 0.624
N -4.31476 -2.67130 1.48321 -0.820 0.653 -0.588
C -3.28280 -2.30449 0.74040 0.303 -0.377 0.210
C -3.40147 -2.39321 -0.67172 0.032 0.076 0.062
C -2.42332 -1.93879 -1.52241 0.092 0.027 0.017
C -1.22994 -1.40128 -1.01128 0.063 0.074 -0.429
O -0.26361 -0.92636 -1.72681 -0.253 -0.149 -0.121
C -1.03544 -1.40316 0.39602 -0.221 -0.082 0.289
N 0.18247 -0.95261 0.79393 -0.799 -0.456 0.878
C 0.46005 -0.96820 2.08795 0.317 0.220 -0.203
C -0.43551 -1.43827 3.04140 -0.408 -0.141 0.062
C -1.68119 -1.89090 2.65245 0.312 0.092 0.049
C -2.01473 -1.86991 1.29538 0.063 0.196 -0.203
H -5.97096 0.29561 6.03085 0.000 0.000 0.003
H -5.47387 -1.93573 5.08301 -0.015 -0.037 -0.023
H -4.33541 -0.08419 1.37828 -0.013 0.047 -0.015
H -4.81077 2.12788 2.33717 0.000 0.001 0.003
H -4.32885 -2.78538 -1.06635 -0.030 0.010 0.030
H -2.56387 -1.96422 -2.59435 0.030 0.021 -0.013
H 1.43328 -0.59799 2.37753 0.019 0.014 -0.019
H -0.14871 -1.43847 4.08277 0.038 0.004 -0.001
H -2.38021 -2.27571 3.38150 -0.038 0.028 0.001
C 5.01960 -2.71748 -2.30563 -0.111 0.019 -0.057
C 3.86183 -2.06569 -3.04188 -0.389 0.324 0.039
O 3.90569 -2.37611 -4.42083 0.068 -0.177 -0.104
P 2.24780 -2.66127 -2.40486 0.006 -1.058 -0.688
O 2.41590 -4.25049 -2.56540 0.076 0.065 0.115
O 1.11351 -2.31623 -3.42940 0.041 0.167 0.183
O 1.89013 -2.39721 -0.96259 0.018 0.428 0.058
P 3.73727 -0.20937 -2.88256 0.023 0.366 0.377
O 4.87261 0.23216 -1.82340 -0.116 -0.124 -0.236
O 4.01852 0.36169 -4.20995 0.116 -0.203 -0.145
O 2.36888 0.00455 -2.25613 -0.192 -0.216 0.317
H 5.07385 -3.77004 -2.58309 -0.010 -0.012 0.037
H 4.87686 -2.63188 -1.22788 0.130 -0.017 0.035
H 5.94755 -2.22123 -2.58606 0.006 0.016 0.049
H 3.83116 -1.52510 -4.89195 0.069 0.020 0.049
H 1.73719 -4.70881 -2.05331 0.026 -0.017 -0.070
H 0.50147 -1.62426 -3.05530 0.023 -0.037 -0.117
H 4.54533 0.20059 -0.91433 -0.014 0.052 -0.010
```
Forces are in eV/Å.